{
  "formula": "C22H31N4O4SV",
  "method": "ωB97M-V/def2-TZVPD",
  "energy_ha": -2718.1250,
  "spin_multiplicity": 2,
  "homo_ev": [-15.498, -15.252],
  "gap_ev": [3.21, 3.13],
  "total_charge": 3,
  "e_lumo_ev": [-12.292, -12.118],
  "species": ["V", "C", "C", "N", "C", "C", "C", "C", "C", "C", "C", "N", "C", "C", "N", "N", "H", "H", "H", "H", "H", "H", "H", "H", "H", "H", "H", "H", "H", "H", "H", "H", "H", "H", "O", "S", "C", "C", "C", "C", "H", "H", "H", "H", "H", "H", "H", "H", "O", "C", "C", "C", "C", "C", "C", "C", "O", "O", "H", "H", "H", "H", "H"],
  "positions_angstrom": [[-0.358, -0.227, -0.763], [-1.531, -2.862, -2.148], [0.024, -2.993, -2.223], [0.730, -2.176, -1.130], [1.034, -2.982, 0.094], [0.019, -2.744, 1.181], [-0.057, -3.586, 2.290], [-0.844, -3.181, 3.373], [-1.658, -2.002, 3.159], [-1.547, -1.253, 1.985], [-2.375, -0.048, 1.686], [-2.139, 0.507, 0.290], [-3.154, 0.325, -0.769], [-3.221, -1.103, -1.300], [-1.935, -1.408, -1.954], [-0.801, -1.674, 0.969], [-1.928, -3.396, -1.244], [-2.048, -3.259, -3.042], [0.327, -2.619, -3.238], [0.258, -4.078, -2.076], [1.606, -1.844, -1.475], [2.078, -2.705, 0.443], [1.035, -4.046, -0.065], [0.528, -4.520, 2.266], [-0.928, -3.849, 4.245], [-2.230, -1.648, 3.993], [-2.019, 0.771, 2.377], [-3.435, -0.206, 1.977], [-2.003, 1.504, 0.456], [-2.829, 0.965, -1.604], [-4.182, 0.653, -0.425], [-3.991, -1.103, -2.069], [-3.512, -1.792, -0.515], [-1.977, -0.933, -2.863], [-0.303, 1.158, -2.028], [1.134, 1.856, -2.165], [1.538, 1.444, -3.901], [0.292, 1.971, -4.729], [-0.145, 3.307, -4.158], [0.396, 3.417, -2.691], [1.728, 0.384, -4.008], [2.410, 2.036, -4.303], [-0.518, 1.247, -4.491], [0.525, 1.949, -5.832], [-1.262, 3.465, -4.116], [0.285, 4.188, -4.669], [-0.320, 3.794, -1.971], [1.179, 4.166, -2.638], [0.797, 3.255, 3.866], [1.836, 2.407, 3.783], [2.717, 2.419, 4.842], [3.796, 1.507, 4.855], [3.998, 0.663, 3.727], [3.095, 0.712, 2.670], [1.937, 1.523, 2.648], [0.978, 1.571, 1.532], [0.152, 2.500, 1.488], [0.982, 0.516, 0.723], [0.478, 3.301, 2.909], [2.589, 3.183, 5.612], [4.509, 1.378, 5.691], [4.886, 0.041, 3.688], [3.374, 0.157, 1.788]]
}